Molecular formula: C23H52NO7S4
Method: DFT, ωB97M-V with the def2-TZVPD basis set

As for the expectation value of S²: 0.75. The value obtained for the HOMO-LUMO gap (alpha / beta) is 7.9 / 8.7 eV. The spin multiplicity is 2. Its LUMO energy (alpha / beta) is 0.480 / 0.480 eV.

Each line ends with the Löwdin spin population.
Cartesian coordinates (Å):
H (6.8448, 3.2520, 0.9197)  0.000
C (-1.3381, -2.1039, -6.5547)  0.000
H (-1.3524, -0.8730, 1.7594)  0.000
C (1.1233, 2.6285, -0.8414)  0.001
H (-0.2888, 1.8351, -3.5705)  0.000
C (2.6800, 3.4106, 1.0194)  0.000
H (0.3880, 3.3690, -0.4991)  0.001
H (-7.4603, -3.9314, -2.7035)  0.000
H (4.6292, 3.9111, 1.8468)  0.000
H (-8.3989, -3.3881, -1.2871)  0.000
H (2.6835, 1.4656, 0.1004)  0.000
O (-5.7191, -3.3795, -0.4400)  0.000
S (-1.4960, -1.6872, -4.8123)  0.000
H (2.2904, 0.3450, -1.6562)  0.000
H (-2.9798, -5.3816, 1.4401)  0.000
H (0.9407, -0.3438, -2.6149)  0.003
H (-2.3055, 2.8917, 6.4287)  0.000
S (-6.2386, -2.3780, -1.4098)  0.000
N (-0.3744, 0.6852, -0.5055)  0.410
H (4.4844, 2.2747, -0.7353)  0.000
H (0.2718, 2.3564, 1.7149)  0.001
O (-0.5071, -0.6143, -4.5409)  0.000
H (-7.5473, -0.4020, -1.1186)  0.000
C (6.4008, 2.6419, 0.1287)  0.000
C (0.1879, 0.3868, 0.8425)  0.026
H (-1.6903, -1.2480, -7.1265)  0.000
C (6.3940, -1.0383, 0.2715)  0.000
H (-2.0371, -2.0560, -0.1616)  0.000
H (1.7634, 3.0910, -1.6012)  0.000
H (4.9117, 3.9786, -0.6131)  0.000
O (6.5136, 1.2859, 0.5949)  0.000
H (-1.9541, -2.9753, -6.7775)  0.000
C (-0.9952, 0.1562, 1.7980)  0.006
H (1.1822, 1.3809, 6.4808)  0.000
C (-7.0378, -1.0922, -0.4464)  0.000
H (-3.4126, -5.6538, -0.2758)  0.000
O (-0.4523, -4.1976, 1.0633)  0.000
C (1.0603, -0.8844, 0.7640)  0.017
H (1.5172, 1.2525, 2.2737)  0.000
C (6.3932, 0.3296, -0.3372)  0.000
H (-2.0734, 4.3893, 5.4880)  0.000
O (-1.0569, -0.2789, -0.9907)  0.479
H (1.5487, -1.0144, -0.2006)  0.000
H (5.7975, -1.0669, 1.1820)  0.000
C (4.1660, 3.1318, 1.2292)  0.000
H (-6.2586, -0.5656, 0.1006)  0.000
H (-1.4101, -4.0513, -4.4580)  0.000
H (0.5218, 2.5237, 7.6777)  0.000
H (-0.5273, 1.2483, 6.9703)  0.000
S (-0.1387, 3.0365, 5.4373)  0.000
H (-0.7482, -3.1164, -3.0916)  0.000
H (-1.5888, 1.5465, -2.4283)  -0.001
H (6.9917, 2.7761, -0.7787)  0.000
C (4.9455, 3.0203, -0.0810)  0.000
H (-0.2907, -2.2990, -6.7840)  0.000
C (0.2981, 1.9358, 6.7875)  0.000
H (6.0039, -1.7409, -0.4637)  0.000
H (2.2203, 3.6225, 1.9918)  0.000
H (-1.8151, 0.8281, 1.5268)  0.000
H (7.4226, -1.3222, 0.5076)  0.000
S (-1.4372, -4.3338, -0.0465)  0.000
H (-0.7114, 0.4216, 2.8181)  0.000
H (1.8282, -0.8307, 1.5429)  0.001
H (-7.7405, -1.5498, 0.2495)  0.000
C (-2.5834, -2.9718, 0.0704)  -0.001
C (-0.7813, -3.2065, -4.1763)  0.000
H (2.5442, 4.3148, 0.4134)  0.000
H (-2.0595, -6.5594, 0.4626)  0.000
O (6.3235, 0.5634, -1.5057)  0.000
H (4.2648, 2.1889, 1.7830)  0.000
C (0.3931, 1.4663, -1.5234)  0.029
H (-2.9931, -2.9249, 1.0798)  0.000
H (0.4606, -1.7752, 0.9577)  0.002
C (0.9762, 1.5834, 1.3814)  0.000
H (1.7465, 1.1190, -3.1359)  0.002
C (-1.6187, 3.7071, 6.2030)  0.000
H (-0.7397, 3.1036, -2.4169)  0.000
H (-8.2334, -2.3266, -2.7259)  0.000
C (1.4037, 0.5730, -2.2521)  0.019
H (-3.3863, -3.1193, -0.6503)  0.000
C (-2.5972, -5.6134, 0.4465)  0.000
C (1.9335, 2.2171, 0.3797)  0.000
C (-0.6172, 2.0243, -2.5492)  0.004
H (0.2275, -3.3211, -4.5728)  0.000
C (-7.7446, -3.0726, -2.0994)  0.000
H (-1.3455, 4.2494, 7.1081)  0.000
O (-0.5957, 2.1706, 4.3184)  0.000

Force components x, y, z for each atom (eV/Å):
-0.0245 -0.1234 -0.0201
0.0149 -0.0471 -0.0387
-0.0061 0.0914 0.0036
-0.0043 -0.1760 0.1410
-0.0295 -0.0167 0.0664
-0.0941 -0.0833 0.0789
0.0552 0.0189 -0.1738
0.0175 0.0002 0.0045
-0.1024 -0.0379 -0.0153
0.0209 -0.0028 0.0142
-0.1005 0.0345 -0.0781
-0.0480 -0.0796 0.0174
-0.0648 -0.0165 0.0999
-0.1322 -0.0450 0.0291
0.0161 0.0215 0.0010
-0.0476 0.0637 0.1145
0.0109 -0.0136 -0.0165
0.0041 0.0166 -0.0635
0.5888 -0.5313 -0.1471
0.0507 0.1138 -0.0524
0.0288 -0.0854 -0.0059
0.0587 0.0604 -0.1527
0.0110 0.0096 0.0022
0.0618 0.2411 0.0016
-0.0856 0.0073 0.3173
-0.0019 0.0106 0.0133
-0.0105 -0.2594 -0.1147
0.0239 -0.0476 -0.0010
-0.0854 0.1053 0.0854
-0.0099 -0.0648 0.0268
-0.0318 0.1645 0.3663
-0.0033 0.0045 -0.0041
-0.0993 0.1296 -0.0951
0.0002 0.0067 -0.0169
-0.0277 0.0388 0.0287
-0.0126 0.0135 0.0115
-0.0055 0.0174 0.0425
0.0158 -0.0008 0.2427
-0.0985 0.0331 -0.0198
0.1481 -0.0883 0.5559
0.0116 -0.0039 -0.0134
-0.3104 0.1976 0.0490
0.0062 0.0899 0.0742
0.0777 0.0123 -0.0103
0.0934 -0.1035 -0.0553
0.0145 -0.0090 -0.0074
-0.0010 -0.0054 0.0183
0.0095 -0.0062 -0.0004
-0.0079 0.0035 -0.0230
0.0248 0.0000 -0.0231
-0.0068 0.0065 0.0015
0.0877 -0.0277 -0.0394
-0.0941 -0.1362 0.0121
-0.0479 0.0434 0.0263
0.0063 0.0110 0.0191
0.0106 -0.0099 0.0606
0.0196 0.0294 0.0943
0.0316 0.0591 -0.0807
0.0465 -0.0671 0.0196
-0.0863 0.0437 0.0685
0.0022 -0.0134 -0.0692
0.0479 -0.2207 -0.0787
-0.0299 -0.0846 -0.0916
0.0141 -0.0194 -0.0010
0.0626 0.1969 -0.0220
-0.0126 -0.0319 0.0281
0.0747 -0.0728 -0.0066
0.0109 0.0075 -0.0004
-0.1243 0.0830 -0.9255
0.0355 0.0940 -0.0012
-0.1028 0.3079 -0.1431
-0.0043 -0.0556 0.0033
0.0680 0.0158 -0.1143
-0.0376 0.2268 -0.2263
0.0239 -0.0519 0.0764
-0.0314 0.0227 0.0463
-0.0182 -0.0851 0.0142
0.0007 -0.0087 -0.0102
0.2174 0.0360 -0.2063
-0.0186 -0.0562 0.0462
-0.0287 -0.0518 -0.0060
0.1365 -0.0243 0.1376
-0.1044 0.0645 0.0904
0.0016 0.0250 -0.0055
-0.0616 0.0183 -0.0230
-0.0046 0.0078 -0.0048
-0.0042 0.0590 0.0540